No. 1
C3O as an isolated structure at a distorted geometry, computed with wB97M-V/def2-TZVPD.

Each line ends with the Mulliken charge.
Geometry (Å):
1 O -2.317 0.059 0.005  -0.34
2 C 2.042 0.093 0.001  -0.45
3 C -0.491 -0.107 -0.012  0.45
4 C 0.766 -0.044 0.006  0.34

Atomic forces in eV per Å
8.06 -0.85 -0.09
0.27 0.01 0.00
-8.36 0.99 0.11
0.03 -0.15 -0.03

Output
charge: 0
LUMO energy (spin up / spin down): -3.154 / -3.154 eV
Kohn-Sham gap (spin up / spin down): 0.297 / 0.297 Ha

=====

No. 2
C47H55F8N4O2Te2Y as an isolated structure at a distorted geometry, computed with wB97M-V/def2-TZVPD.

Each line ends with the Mulliken charge.
Geometry (Å):
1 H 5.599 2.111 -0.580  0.12
2 C -0.082 -7.068 -1.152  -1.23
3 C -4.200 4.121 4.659  0.88
4 H 6.214 -2.130 -2.728  0.41
5 H -0.813 -6.445 -1.704  0.25
6 H 1.407 -6.855 0.421  0.38
7 N 1.251 -2.700 -1.033  -0.69
8 H -5.055 -3.125 0.043  0.38
9 H -1.378 3.963 1.432  0.30
10 H -6.156 4.935 4.906  0.28
11 C -2.397 2.218 3.609  -0.79
12 C 4.100 -5.202 0.743  -0.86
13 C 0.427 -3.728 -0.652  0.56
14 H 4.501 -3.087 -1.801  0.15
15 C 5.402 2.028 -2.722  -0.95
16 C 4.542 0.798 -2.627  -0.30
17 Y 1.195 -0.593 -0.043  1.03
18 H 6.484 -0.266 -0.280  0.18
19 N 2.591 -0.325 -2.005  -0.67
20 C -2.369 3.506 1.399  -0.65
21 F -1.928 -1.995 2.358  -0.17
22 C -2.302 -0.984 3.203  0.33
23 C 2.456 -3.248 -1.255  0.97
24 H 2.068 4.918 -1.331  -0.02
25 F -3.681 -0.840 3.070  -0.31
26 H -5.109 5.141 6.334  0.34
27 C -1.079 2.994 -2.134  0.96
28 C -1.025 1.647 -1.626  -0.05
29 C 2.111 2.719 0.931  0.21
30 H 4.334 3.143 -1.189  -0.20
31 C 6.587 -1.255 -0.756  -0.54
32 C -5.502 -0.086 -2.041  -1.28
33 H -4.891 6.150 4.861  0.34
34 H 5.998 3.656 -1.407  0.41
35 C 2.441 -4.666 -0.943  -0.16
36 C -2.871 3.294 2.797  1.10
37 H -1.477 -4.546 -0.260  0.43
38 H -3.040 1.466 -1.423  0.48
39 C 0.191 3.321 -2.467  0.25
40 H 2.879 2.954 -2.782  0.41
41 C -4.344 -4.483 -1.509  -1.12
42 H -5.825 -1.007 -2.534  0.33
43 H 0.619 -7.424 -1.895  0.33
44 F 4.946 -0.212 3.501  -0.66
45 F -2.138 -1.505 4.436  -0.28
46 C -4.081 -3.546 -0.289  -1.01
47 H -3.981 4.589 -3.405  0.41
48 H -5.460 -1.031 -0.073  0.45
49 C -2.142 0.917 -1.304  -1.05
50 H -2.277 2.538 0.945  -0.58
51 C 2.382 2.069 -2.418  -0.67
52 H -2.531 4.121 -4.289  0.35
53 C 3.630 -1.195 -2.039  1.04
54 H -3.943 3.044 6.500  0.27
55 H 7.609 -1.617 -0.662  0.40
56 H 3.272 -5.461 1.400  0.30
57 F 2.786 -1.428 4.650  -0.48
58 H 6.440 1.731 -2.986  0.32
59 H 1.500 6.446 -1.970  0.43
60 C 1.178 5.433 -1.707  -0.72
61 Te -0.899 0.804 2.879  0.49
62 H -4.107 5.036 2.721  0.34
63 H -3.030 4.186 0.837  0.37
64 H -3.587 2.858 -3.600  0.20
65 H -6.362 0.567 -1.886  0.38
66 N -1.155 -1.222 -0.750  0.18
67 C -3.134 -2.408 -0.605  0.76
68 H -3.056 0.355 6.147  0.28
69 H -3.405 -4.980 -1.831  0.14
70 O 2.637 3.720 1.007  -0.24
71 C -3.147 3.847 -3.440  -1.43
72 C 1.017 2.171 -2.115  -0.13
73 C -3.703 3.114 5.438  -0.81
74 C -2.320 3.868 -2.179  -0.74
75 H -1.961 1.629 6.842  0.43
76 H 3.540 -6.535 -0.893  0.40
77 C -5.128 5.141 5.232  -1.53
78 H -0.634 -7.937 -0.743  0.35
79 C 3.109 0.909 -2.305  1.11
80 H -0.101 -6.049 0.744  0.48
81 C -0.937 -3.629 -0.476  -0.77
82 H -2.941 3.641 -1.299  -0.19
83 C 0.668 4.673 -2.912  -1.09
84 C 1.163 -4.964 -0.563  0.86
85 H 5.905 -1.930 -0.233  -0.04
86 H -1.442 0.632 5.498  0.19
87 H -0.085 5.270 -3.388  0.41
88 H 5.080 2.642 -3.574  0.34
89 N 0.269 1.203 -1.538  0.18
90 C 3.696 -5.463 -0.717  -1.15
91 C 0.618 -6.246 -0.039  -1.03
92 H -3.726 -4.165 0.542  0.38
93 H -4.659 0.511 -0.146  0.23
94 C -1.687 -2.463 -0.570  -0.30
95 H -4.820 0.462 -2.690  0.23
96 H 0.422 5.461 -0.904  0.19
97 C 6.206 -1.143 -2.245  -1.33
98 C -3.464 -1.098 -0.826  0.55
99 H -1.994 4.875 -1.987  0.59
100 C -2.822 2.173 4.944  1.41
101 H 1.496 4.575 -3.626  0.44
102 C 3.563 -2.535 -1.713  -0.56
103 F 3.290 0.071 0.655  -0.82
104 F 3.796 -2.277 2.340  -0.52
105 H -4.774 -3.901 -2.334  0.27
106 C -4.802 -0.415 -0.708  -1.00
107 H 6.968 -0.564 -2.748  0.43
108 C 5.340 2.792 -1.395  -0.35
109 C -3.762 4.207 3.335  -0.71
110 H 4.961 -5.817 1.058  0.39
111 H 4.319 -4.136 0.899  0.05
112 Te 2.920 -0.625 2.985  1.64
113 C -2.321 1.139 5.911  -1.82
114 F 0.285 2.716 2.838  -0.78
115 H 4.490 -5.143 -1.368  0.47
116 C -2.191 -0.413 -0.945  0.16
117 C 4.872 -0.520 -2.409  0.26
118 H -5.021 -5.273 -1.225  0.44
119 O 1.488 -1.317 1.894  -1.09

Atomic forces in eV per Å
0.08 0.19 0.00
-0.72 0.11 0.25
0.20 0.45 -0.35
0.08 0.06 0.15
0.30 -0.20 0.36
-0.04 0.15 -0.14
-0.54 -0.46 0.07
0.56 -0.20 -0.19
0.11 -0.19 0.02
0.04 0.05 0.17
-0.14 0.22 -0.24
0.45 -0.25 0.10
0.00 0.03 -0.19
-0.32 0.10 0.02
0.36 -0.60 -0.57
-0.29 -0.61 0.97
-0.09 0.84 -1.54
0.13 -0.40 -0.08
0.40 0.48 0.25
-0.17 0.59 0.41
-0.41 0.33 0.12
-0.12 0.41 -0.50
0.42 -0.19 -0.05
-0.19 0.09 0.25
0.78 -0.13 -0.13
0.00 0.03 -0.39
-0.63 0.15 -0.24
0.54 -0.11 0.57
0.09 0.38 -0.04
-0.04 0.01 0.00
-0.37 0.22 -0.17
0.24 -0.06 0.36
0.01 -0.23 0.21
0.24 0.11 0.11
0.16 -0.03 0.07
0.42 -0.52 0.41
0.03 0.06 -0.01
-0.97 0.14 0.00
-0.08 0.38 -0.11
0.06 0.10 -0.10
0.74 0.50 0.31
0.03 0.13 -0.12
0.32 -0.11 -0.11
-1.01 -0.29 -0.32
-0.13 -0.33 0.53
-0.35 -0.07 -0.61
0.49 -0.49 0.13
0.15 0.15 -0.27
0.86 0.33 0.01
0.10 -0.34 -0.68
-0.80 0.01 0.37
0.11 -0.14 -0.31
0.08 0.36 -0.20
-0.18 0.14 -0.14
0.09 -0.01 0.15
-0.08 0.07 0.09
-0.54 -1.05 1.07
-0.40 0.15 0.35
-0.18 0.06 0.05
0.47 0.15 0.52
-0.30 0.81 0.07
0.02 -0.06 -0.01
0.08 -0.38 0.14
0.10 0.09 -0.16
-0.15 -0.13 0.07
0.72 -0.73 0.21
-0.55 -0.13 0.59
0.08 0.34 -0.02
-0.46 0.47 0.01
-0.24 -0.50 0.05
-0.75 0.22 -0.20
0.20 0.34 -0.21
-0.05 -0.09 0.59
0.36 -0.36 0.89
-0.47 -0.27 -0.36
-0.05 0.12 0.02
-0.48 0.41 -0.03
0.31 0.36 -0.13
0.49 -1.18 -0.82
-0.21 0.14 0.27
-0.23 0.12 0.35
0.09 -0.13 -0.33
0.77 -0.53 0.13
0.70 0.31 -0.01
0.12 0.11 0.04
-0.25 0.04 0.15
-0.71 0.01 -0.42
-0.09 0.10 0.22
-0.26 0.18 -0.28
-0.65 -0.11 0.55
-0.11 -0.69 -0.67
0.16 0.24 -0.04
0.04 0.03 0.00
-0.11 -0.04 -0.31
0.08 -0.15 -0.16
0.36 0.07 -0.28
0.17 -0.39 0.06
0.11 -0.44 0.45
0.23 0.66 0.00
0.55 -0.83 -0.48
-0.15 -0.03 -0.06
0.49 -0.45 0.02
-0.32 -0.11 0.37
-0.36 1.36 0.74
0.20 -0.26 0.09
-0.09 -0.16 -0.05
0.23 0.32 -0.29
0.18 -0.18 -0.13
-0.19 0.01 0.28
-0.12 0.28 -0.18
-0.04 -0.33 0.03
1.66 -0.24 -3.28
0.81 -0.13 0.41
-0.26 -0.27 -0.10
0.32 0.10 -0.42
-1.32 0.51 -0.03
-0.57 1.14 -0.02
-0.43 -0.29 0.05
0.03 -0.04 2.02

Output
charge: -2
LUMO energy (spin up / spin down): 3.696 / 3.697 eV
Kohn-Sham gap (spin up / spin down): 0.209 / 0.209 Ha

=====

No. 3
One molecule with the formula C5H7NO at a distorted geometry, computed with wB97M-V/def2-TZVPD.

Each line ends with the Mulliken charge.
Geometry (Å):
1 C -0.063 0.537 -0.587  0.06
2 H 1.324 -1.043 -1.496  0.37
3 C -1.238 -0.528 -0.105  0.43
4 H -0.342 0.909 -1.573  0.41
5 H -0.355 2.545 0.132  0.37
6 C -0.359 -1.674 0.084  -0.57
7 N 0.923 -1.300 0.623  -0.45
8 O -2.423 -0.361 -0.167  -0.57
9 H -0.037 1.402 1.419  0.33
10 C 0.804 -0.663 -0.632  -0.05
11 H -0.650 -2.714 0.082  0.41
12 C 0.226 1.663 0.395  -1.33
13 H 0.906 -0.696 1.439  0.28
14 H 1.285 1.923 0.386  0.31

Atomic forces in eV per Å
-1.84 -0.56 0.74
0.30 -0.03 0.10
0.56 2.10 -0.49
0.01 -0.06 0.02
0.03 -0.01 0.02
0.64 0.71 -0.59
0.62 0.05 0.42
-0.05 -0.47 0.02
-0.03 -0.05 0.03
-0.67 -1.76 0.35
0.12 -0.12 -0.30
0.32 -0.08 -0.09
-0.05 0.10 -0.20
0.03 0.18 -0.03

Output
SMILES: C[C@@H]1C(=O)[C@@H]2N[C@H]12
charge: 0
LUMO energy: 0.931 eV
Kohn-Sham gap: 0.365 Ha

=====

No. 4
One molecule with the formula C3H7NO2 at a distorted geometry, computed with wB97M-V/def2-TZVPD.

Each line ends with the Mulliken charge.
Geometry (Å):
1 C 0.678 0.116 0.386  -0.08
2 C -0.882 -0.247 0.050  0.42
3 O -1.575 0.797 -0.080  -0.41
4 H 0.717 2.379 0.608  0.28
5 H 0.764 0.185 1.439  0.42
6 H 1.343 -0.804 -1.235  0.23
7 H -2.552 0.492 -0.157  0.38
8 H 1.455 -2.071 0.256  0.22
9 O -1.111 -1.382 -0.004  -0.49
10 H 0.494 1.488 -0.859  0.29
11 C 1.729 -0.931 -0.180  -0.86
12 N 1.028 1.436 -0.147  -0.70
13 H 2.923 -0.664 0.115  0.28

Atomic forces in eV per Å
0.13 0.44 -0.12
7.80 0.25 1.57
-5.20 1.84 -0.54
1.02 -4.07 -3.11
-0.17 -0.20 1.28
1.83 -1.01 0.48
1.89 0.83 -0.01
0.80 3.20 -1.41
-2.81 -3.86 -0.50
-4.40 1.62 -6.50
-0.66 -1.18 1.38
3.48 2.67 8.69
-3.72 -0.53 -1.22

Output
SMILES: C[C@@H](N)C(=O)O
charge: 0
LUMO energy: 0.422 eV
Kohn-Sham gap: 0.352 Ha

=====

No. 5
A 2-piece molecular cluster, C6H12N overall at a distorted geometry, computed with wB97M-V/def2-TZVPD.

Each line ends with the Mulliken charge.
Geometry (Å):
1 C -1.219 1.148 0.811  -1.41
2 H -1.069 2.263 0.702  0.33
3 H -0.142 1.997 -1.840  0.35
4 H -1.622 1.021 -2.042  0.43
5 H 0.011 0.258 -2.278  0.38
6 H -0.128 -1.751 -0.519  0.36
7 C -0.712 0.365 -0.378  1.19
8 H 1.886 1.198 -0.698  0.36
9 H -0.575 0.791 1.568  0.46
10 N 1.897 -0.542 0.601  0.00
11 H 2.341 -2.471 0.950  0.30
12 H -1.074 -1.329 0.838  0.43
13 C -0.930 -1.110 -0.192  -1.37
14 H -1.764 -1.366 -0.831  0.41
15 C -0.615 0.979 -1.696  -1.44
16 H -2.273 0.944 1.054  0.38
17 C 2.220 -1.475 1.412  -0.28
18 H 2.301 -1.372 2.535  0.29
19 C 1.466 0.451 0.004  -0.19

Atomic forces in eV per Å
0.02 1.58 -1.24
-0.22 -1.24 0.05
-0.69 -1.04 0.80
-0.86 0.03 -0.83
-0.86 0.67 -0.29
0.45 0.01 -0.45
1.95 0.44 2.30
0.56 -0.61 0.99
0.16 -0.15 1.51
0.64 1.33 0.81
0.01 0.53 0.42
-0.60 -0.23 0.77
0.38 0.71 -1.09
-0.62 -0.29 0.15
1.94 -0.33 -1.23
0.35 -0.11 -0.16
-0.48 -0.35 -0.31
0.00 0.35 -1.56
-2.12 -1.27 -0.65

Output
charge: +1
LUMO energy: -4.784 eV
Kohn-Sham gap: 0.324 Ha

=====

How do the records compare in relative energy (zero: lowest compared OMol25 entry of this formula, charge and spin)? In the order shown, they have 6.806, 0.000, 2.662, 3.662, 3.690 eV.